# 1
# CH4N2OS

3 unconnected molecules or ions with the total composition CH4N2OS (ωB97M-V/def2-TZVPD, the Open Molecules 2025 dataset).

Calculated values
LUMO, eV: -0.8341
HOMO-LUMO gap, eV: 7.44
Calculated total energy, Ha: -623.20473
Molecular weight, g mol⁻¹: 92.12
ΔE to the lowest compared entry with this formula, charge and spin, eV: 6.924

CARTESIAN COORDINATES (ANGSTROEM)
1 C 0.3429 -0.2237 -0.3658
2 H 2.2391 0.5172 -0.0548
3 H 1.0328 2.0578 0.4081
4 H -1.1949 0.9813 0.2255
5 H -1.7177 -1.4817 0.8539
6 N 1.2183 0.7272 -0.3074
7 N -0.8356 0.0849 -0.2258
8 O -1.9077 -0.8199 -0.3474
9 S 0.8228 -1.8431 -0.1862

Atoms 1-6, force components in eV/Å:
4.43 -4.03 1.58
-2.51 -0.07 -0.63
0.07 -4.71 -2.57
1.07 -1.51 -1.24
-0.66 1.91 -4.85
5.09 7.01 2.43


# 2
# CH4N2OSi

A molecular structure, CH4N2OSi (ωB97M-V/def2-TZVPD, the Open Molecules 2025 dataset).

Calculated values
LUMO (alpha / beta), eV: -1.9006 / -2.9700
HOMO-LUMO gap (alpha / beta), eV: 8.55 / 7.40
Calculated total energy, Ha: -514.49403
Molecular weight, g mol⁻¹: 88.14
ΔE to the lowest compared entry with this formula, charge and spin, eV: 8.770

CARTESIAN COORDINATES (ANGSTROEM)
1 C 2.2628 0.3383 0.0563
2 N 1.3294 -0.4053 -0.4223
3 N -0.2695 -0.5422 0.4388
4 O 3.4219 0.4531 -0.2877
5 Si -1.8232 -0.3055 -0.1556
6 H 1.8853 1.0206 0.8655
7 H -2.1273 -0.2445 -1.5763
8 H -2.0694 0.9982 0.5157
9 H -2.6100 -1.3127 0.5656

Atoms 1-6, force components in eV/Å:
-0.12 3.87 4.49
-5.81 -3.58 -2.02
6.84 0.20 -0.04
0.70 -0.93 -1.11
-1.70 0.77 -0.44
0.30 -0.11 -0.18


# 3
# CH4N2OSn

A molecular structure, CH4N2OSn (ωB97M-V/def2-TZVPD, the Open Molecules 2025 dataset).

Calculated values
LUMO, eV: -12.7520
HOMO-LUMO gap, eV: 6.45
Total charge: +2
Calculated total energy, Ha: -438.78657
Molecular weight, g mol⁻¹: 178.77
ΔE to the lowest compared entry with this formula, charge and spin, eV: 2.088

CARTESIAN COORDINATES (ANGSTROEM)
1 Sn 1.5559 -1.8341 -1.1854
2 C 0.0541 0.4699 -0.2490
3 O 0.3880 0.9635 -1.2795
4 N -1.3236 0.2820 0.1257
5 N 0.9180 -0.1239 0.5458
6 H -1.7548 -0.5861 0.3858
7 H -1.9882 0.7375 -0.4930
8 H 0.3217 -0.0694 1.3907
9 H 1.8288 0.1608 0.7590

Atoms 1-6, force components in eV/Å:
-0.48 1.00 0.17
-5.75 0.68 -2.75
1.10 0.71 -2.18
1.74 1.05 -0.99
-0.33 -3.63 4.01
0.51 -0.58 0.85


# 4
# CH4N2P2

CH4N2P2 in the gas phase (ωB97M-V/def2-TZVPD, the Open Molecules 2025 dataset).

Calculated values
LUMO, eV: 0.3177
HOMO-LUMO gap, eV: 9.01
SMILES: [H]/N=C1/[PH]#P1N
Calculated total energy, Ha: -832.65778
Molecular weight, g mol⁻¹: 106.00
ΔE to the lowest compared entry with this formula, charge and spin, eV: 0.737

CARTESIAN COORDINATES (ANGSTROEM)
1 H 0.0420 -2.2404 0.9894
2 N -0.7258 -1.9275 0.3348
3 C -0.8825 -0.6932 0.3630
4 P -1.7855 0.5925 -0.5511
5 P -0.1955 0.7979 0.9151
6 N 1.3522 0.9279 0.1803
7 H -0.9639 0.0998 -1.6770
8 H 1.6724 1.8379 0.1957
9 H 1.4865 0.6050 -0.7501

Atoms 1-6, force components in eV/Å:
-0.81 0.48 -0.90
0.60 -1.65 0.78
0.11 -0.58 0.20
-0.45 -0.47 -1.72
1.40 1.66 0.75
-1.01 -1.77 0.65


# 5
# CH4N2P2

CH4N2P2 in the gas phase (ωB97M-V/def2-TZVPD, the Open Molecules 2025 dataset).

Calculated values
LUMO, eV: 0.0331
HOMO-LUMO gap, eV: 8.31
SMILES: [H]/N=C1/[PH]#P1N
Calculated total energy, Ha: -832.62969
Molecular weight, g mol⁻¹: 106.00
ΔE to the lowest compared entry with this formula, charge and spin, eV: 1.501

CARTESIAN COORDINATES (ANGSTROEM)
1 H 0.3529 2.4912 0.7924
2 N 0.8295 1.8837 0.1879
3 C 0.8878 0.6775 0.2540
4 P 1.7214 -0.6653 -0.6203
5 P 0.2882 -0.9394 0.9578
6 N -1.3124 -0.8279 -0.1794
7 H 0.8073 -0.8863 -1.8245
8 H -1.6937 -0.0759 0.4160
9 H -1.8810 -1.6575 0.0160

Atoms 1-6, force components in eV/Å:
-1.13 0.34 1.37
1.21 2.35 -1.62
-0.34 -2.94 -0.03
0.38 -0.44 -2.23
-2.47 -0.08 -0.73
1.86 0.45 2.26


# 6
# CH4N2P2

CH4N2P2 in the gas phase (ωB97M-V/def2-TZVPD, the Open Molecules 2025 dataset).

Calculated values
LUMO, eV: -0.3309
HOMO-LUMO gap, eV: 8.72
SMILES: [H]/N=C1/[PH]#P1N
Calculated total energy, Ha: -832.63625
Molecular weight, g mol⁻¹: 106.00
ΔE to the lowest compared entry with this formula, charge and spin, eV: 1.323

CARTESIAN COORDINATES (ANGSTROEM)
1 H -0.4827 2.2064 -1.0239
2 N -1.0843 1.9861 -0.2591
3 C -0.9929 0.6013 -0.1414
4 P -1.7017 -0.8592 0.6535
5 P -0.0784 -0.7754 -0.9071
6 N 1.3957 -0.9395 0.1401
7 H -0.7653 -0.9626 1.6398
8 H 2.1718 -1.2474 -0.5145
9 H 1.5377 -0.0097 0.4126

Atoms 1-6, force components in eV/Å:
0.83 0.40 -0.75
-0.64 -6.47 1.44
0.46 5.85 -0.42
-1.09 0.09 -1.00
0.47 -0.81 0.36
-0.72 -1.48 -2.54